Entry 1:
ORCA calculation (ωB97M-V/def2-TZVPD) on C22H50O3P2PdS as an isolated structure in a non-equilibrium geometry.

Expectation value of S²: 6.01
Multiplicity: 5
LUMO level (spin up / spin down) (eV): -13.41 / -17.05
ΔE to the lowest compared entry with this formula, charge and spin (kcal/mol): 0.9
Total charge: +4

Each line ends with the Löwdin charge.
Atoms and positions in Å:
Pd1 -0.64 -0.21 -0.34  0.78
C1 -1.12 -1.18 1.20  -0.17
O1 -1.26 -1.73 2.21  0.23
C2 0.93 0.78 -0.96  -0.23
O2 1.61 1.34 -1.71  0.21
P1 0.51 -2.16 -1.25  1.11
C3 -0.79 -2.70 -2.46  -0.51
H1 -0.39 -3.59 -2.98  0.12
C4 2.01 -1.97 -2.32  -0.50
H2 1.80 -1.03 -2.87  0.10
C5 0.70 -3.64 -0.16  -0.51
H3 -0.29 -3.74 0.32  0.10
C6 -1.61 1.87 2.66  -0.51
P2 -1.36 1.83 0.82  1.11
H4 -3.45 2.95 0.33  0.14
H5 -2.27 1.00 2.84  0.10
C7 -0.77 3.54 0.40  -0.49
H6 -1.49 4.19 0.92  0.13
C8 3.30 -1.75 -1.52  -0.09
H7 4.11 -1.57 -2.24  0.12
H8 3.57 -2.63 -0.93  0.08
H9 3.24 -0.88 -0.85  0.04
C9 2.21 -3.08 -3.36  -0.04
H10 2.50 -4.03 -2.88  0.08
H11 3.02 -2.77 -4.02  0.12
H12 1.33 -3.25 -3.98  0.09
C10 0.97 -4.95 -0.92  -0.04
H13 0.30 -5.09 -1.78  0.09
H14 0.79 -5.78 -0.22  0.13
H15 2.02 -5.01 -1.26  0.09
C11 1.72 -3.47 0.97  -0.09
H16 1.65 -4.35 1.63  0.12
H17 1.52 -2.58 1.58  0.05
H18 2.76 -3.42 0.60  0.07
C12 -2.06 -3.11 -1.72  -0.12
H19 -1.92 -3.98 -1.06  0.09
H20 -2.86 -3.33 -2.44  0.12
H21 -2.39 -2.29 -1.07  0.00
C13 -1.04 -1.59 -3.49  -0.08
H22 -1.41 -0.67 -3.00  0.05
H23 -1.82 -1.91 -4.20  0.12
H24 -0.14 -1.33 -4.06  0.09
C14 -2.33 3.13 3.12  -0.05
H25 -3.24 3.36 2.55  0.09
H26 -1.67 4.01 3.10  0.10
H27 -2.63 2.98 4.17  0.13
C15 -0.34 1.65 3.48  -0.10
H28 0.37 2.48 3.38  0.06
C16 -3.18 1.54 -1.28  -0.13
H29 0.17 0.71 3.22  0.03
H30 -0.63 1.59 4.54  0.12
C17 -4.04 0.98 1.03  -0.07
H31 -2.69 0.55 -1.43  -0.02
H32 -4.22 1.44 -1.59  0.12
H33 -2.67 2.23 -1.94  0.08
C18 -3.13 1.90 0.20  -0.48
H34 -4.98 0.78 0.50  0.12
H35 -4.29 1.43 2.00  0.09
H36 -3.57 0.00 1.23  0.07
C19 -0.81 3.85 -1.10  -0.07
H37 -0.20 3.13 -1.67  0.07
H38 -0.38 4.85 -1.25  0.12
H39 -1.83 3.87 -1.49  0.08
C20 0.63 3.84 0.96  -0.08
H40 1.38 3.12 0.61  0.06
H41 0.64 3.87 2.06  0.07
H42 0.93 4.83 0.60  0.12
H43 -3.85 -0.84 -1.47  0.09
H44 -3.55 -1.33 -1.95  0.08
C21 4.19 -0.66 2.21  -0.14
S1 2.75 0.41 2.27  1.09
C22 3.53 1.92 2.87  -0.13
O3 2.35 0.67 0.82  -0.39
H45 4.16 -1.28 3.13  0.11
H46 5.10 -0.04 2.18  0.10
H47 4.11 -1.30 1.31  0.07
H48 4.59 1.91 2.62  0.09
H49 3.05 2.80 2.44  0.07
H50 3.42 1.93 3.96  0.11

---

Entry 2:
ORCA calculation (ωB97M-V/def2-TZVPD) on a 9-piece molecular cluster, C22H51Cl4N6O7 overall in a non-equilibrium geometry.

LUMO level (eV): 2.22
Total charge: -1

Each line ends with the Löwdin charge.
Atoms and positions in Å:
O1 6.78 -1.82 18.18  -0.38
H1 6.28 -1.63 17.37  -0.06
C1 10.59 2.21 16.82  0.00
C2 11.18 2.10 18.23  -0.53
O2 10.96 3.04 19.01  0.00
N1 11.91 1.04 18.61  0.01
C3 12.28 -0.04 17.71  -0.09
H2 10.38 1.23 16.39  0.05
H3 11.28 2.62 16.08  0.08
H4 9.66 2.78 16.83  0.08
H5 12.22 1.03 19.57  0.15
H6 13.01 -0.64 18.27  0.09
H7 12.68 0.28 16.75  0.09
H8 11.44 -0.69 17.48  0.07
C4 7.10 1.74 19.45  0.00
C5 8.25 0.93 20.12  -0.52
O3 8.95 1.44 21.00  0.01
N2 8.51 -0.34 19.73  0.00
C6 9.60 -1.16 20.17  -0.06
H9 6.58 1.24 18.63  0.05
H10 7.44 2.72 19.14  0.07
H11 6.38 2.14 20.16  0.06
H12 7.84 -0.82 19.13  0.03
H13 9.60 -1.13 21.26  0.09
H14 10.57 -0.78 19.86  0.06
H15 9.37 -2.16 19.79  0.07
C7 5.74 -3.54 15.62  0.01
C8 4.39 -2.97 15.89  -0.60
O4 3.42 -3.36 15.28  0.03
N3 4.32 -2.12 16.91  -0.01
C9 3.32 -1.16 17.27  -0.07
H16 6.22 -2.82 14.95  0.09
H17 5.76 -4.51 15.12  0.09
H18 6.34 -3.63 16.52  0.05
H19 5.13 -2.13 17.52  0.03
H20 2.46 -1.58 17.80  0.08
H21 2.87 -0.70 16.39  0.06
H22 3.81 -0.49 17.98  0.08
C10 4.70 -4.43 19.26  0.01
C11 6.00 -5.19 19.32  -0.56
O5 6.03 -6.29 19.85  0.01
N4 7.09 -4.64 18.77  0.03
C12 8.44 -5.17 18.64  -0.08
H23 4.10 -4.99 18.54  0.10
H24 4.87 -3.37 19.07  0.04
H25 4.09 -4.48 20.16  0.08
H26 7.00 -3.66 18.54  0.05
H27 9.19 -4.53 19.12  0.07
H28 8.68 -5.36 17.60  0.06
H29 8.51 -6.19 19.02  0.08
C13 8.71 -4.98 22.05  0.00
C14 10.10 -5.11 22.71  -0.57
O6 10.62 -4.16 23.26  0.04
N5 10.67 -6.30 22.67  0.01
C15 11.89 -6.67 23.38  -0.08
H30 8.65 -5.74 21.27  0.05
H31 8.56 -3.99 21.63  0.06
H32 7.90 -5.15 22.76  0.07
H33 10.19 -7.10 22.29  0.14
H34 11.95 -6.39 24.43  0.08
H35 12.79 -6.33 22.87  0.08
H36 12.03 -7.75 23.39  0.07
C16 9.45 -3.11 15.97  -0.01
C17 8.93 -1.92 15.20  -0.58
O7 9.18 -1.79 14.04  0.04
N6 8.18 -0.99 15.88  0.03
C18 7.65 0.29 15.32  -0.06
H37 9.40 -2.87 17.03  0.06
H38 10.52 -3.27 15.83  0.08
H39 9.02 -4.10 15.78  0.07
H40 7.89 -1.27 16.81  0.05
H41 7.17 0.19 14.35  0.03
H42 8.38 1.10 15.35  0.06
H43 6.77 0.67 15.85  0.06
Cl1 6.54 1.94 12.03  0.58
C19 4.87 2.39 12.42  -0.68
C20 4.42 1.85 13.74  -0.64
Cl2 4.16 0.08 13.71  0.58
H44 4.30 2.08 11.54  0.06
H45 4.78 3.48 12.34  0.07
H46 3.55 2.27 14.24  0.08
H47 5.30 2.04 14.35  0.04
Cl3 4.39 0.18 22.29  0.53
C21 4.78 -1.11 21.08  -0.65
C22 5.98 -1.89 21.49  -0.67
Cl4 5.68 -3.01 22.85  0.56
H48 5.09 -0.52 20.21  0.04
H49 3.94 -1.77 20.87  0.07
H50 6.76 -1.16 21.73  0.06
H51 6.40 -2.51 20.69  0.04

---

Entry 3:
ORCA calculation (ωB97M-V/def2-TZVPD) on a 3-piece molecular cluster, C22H51FIN4O9P2S overall in a non-equilibrium geometry.

LUMO level (eV): -2.80
Total charge: +1

Each line ends with the Löwdin charge.
Atoms and positions in Å:
C1 0.82 1.30 2.43  -0.12
C2 0.25 1.48 1.02  -0.24
C3 -1.28 1.56 0.98  -0.22
N1 -1.82 1.27 -0.34  0.03
C4 -2.94 0.42 -0.60  -0.32
C5 -4.26 1.26 -0.71  -0.25
C6 -4.22 2.50 0.21  -0.05
C7 -5.63 0.58 -0.52  -0.18
C8 -6.05 0.28 0.92  -0.25
C9 -7.28 -0.63 0.94  -0.09
C10 -3.01 -0.83 0.27  -0.27
F1 -4.14 -1.56 -0.05  0.01
C11 -1.78 -1.81 0.08  -0.59
I1 -0.90 -1.92 2.09  1.20
C12 -2.28 -3.23 -0.20  -0.25
C13 -1.20 -4.34 -0.30  -0.09
N2 -0.88 -1.34 -0.99  0.02
C14 0.48 -1.86 -1.21  -0.20
C15 1.47 -1.96 -0.07  -0.13
C16 -1.51 -0.85 -2.08  -0.33
N3 -1.05 -1.07 -3.31  -0.25
S1 -1.58 -0.36 -4.79  0.88
N4 -2.63 -0.06 -2.00  -0.02
O1 -3.77 -0.60 -2.67  0.02
H1 1.59 2.03 2.64  0.06
H2 0.04 1.47 3.16  0.07
H3 1.21 0.30 2.62  0.03
H4 0.59 0.74 0.30  0.07
H5 0.61 2.44 0.66  0.10
H6 -1.74 0.98 1.78  0.08
H7 -1.52 2.60 1.22  0.12
H8 -1.85 2.07 -0.95  0.13
H9 -4.26 1.66 -1.72  0.14
H10 -5.20 2.96 0.23  0.09
H11 -3.98 2.20 1.23  0.09
H12 -3.47 3.22 -0.09  0.07
H13 -5.70 -0.32 -1.11  0.09
H14 -6.38 1.27 -0.92  0.13
H15 -5.25 -0.19 1.49  0.09
H16 -6.30 1.21 1.42  0.10
H17 -7.37 -1.15 1.89  0.07
H18 -7.20 -1.39 0.16  0.07
H19 -8.19 -0.06 0.75  0.08
H20 -3.13 -0.54 1.30  0.09
H21 -2.84 -3.24 -1.13  0.11
H22 -2.93 -3.52 0.62  0.10
H23 -1.08 -4.69 -1.32  0.08
H24 -1.50 -5.20 0.28  0.08
H25 -0.24 -4.03 0.08  0.03
H26 0.45 -2.85 -1.69  0.12
H27 0.95 -1.21 -1.95  0.13
H28 2.44 -2.17 -0.52  0.09
H29 1.29 -2.77 0.62  0.01
H30 1.59 -1.06 0.52  0.05
H31 -0.27 -1.69 -3.46  0.09
H32 -2.13 0.74 -4.25  -0.10
H33 -3.65 -1.55 -2.79  0.11
C17 5.93 -3.01 -2.73  -0.09
O2 5.63 -4.39 -2.97  -0.22
P1 4.84 -5.23 -1.87  0.33
O3 4.49 -4.47 -0.67  -0.23
O4 5.75 -6.51 -1.65  -0.21
C18 7.02 -6.32 -1.01  -0.07
O5 3.60 -5.82 -2.64  -0.21
C19 3.82 -6.74 -3.73  -0.08
H34 6.60 -2.91 -1.88  0.09
H35 6.41 -2.62 -3.62  0.09
H36 5.01 -2.45 -2.53  0.08
H37 6.91 -5.74 -0.10  0.09
H38 7.71 -5.82 -1.69  0.09
H39 7.41 -7.31 -0.77  0.09
H40 4.08 -7.72 -3.34  0.09
H41 4.60 -6.38 -4.40  0.09
H42 2.88 -6.81 -4.28  0.09
C20 0.13 6.76 1.81  -0.09
O6 1.38 7.17 2.37  -0.22
P2 2.55 6.10 2.55  0.33
O7 2.18 4.74 2.15  -0.23
O8 3.00 6.29 4.05  -0.21
C21 2.07 5.89 5.08  -0.08
O9 3.77 6.69 1.76  -0.20
C22 4.35 7.95 2.16  -0.08
H43 -0.36 6.04 2.47  0.08
H44 -0.49 7.65 1.72  0.09
H45 0.27 6.31 0.83  0.09
H46 1.70 4.89 4.89  0.09
H47 1.25 6.60 5.13  0.09
H48 2.61 5.90 6.02  0.09
H49 4.96 7.81 3.05  0.09
H50 3.57 8.69 2.35  0.09
H51 4.97 8.29 1.34  0.09

---

Entry 4:
ORCA calculation (ωB97M-V/def2-TZVPD) on C22H52FN2O6Pd as an isolated structure in a non-equilibrium geometry.

Expectation value of S²: 2.01
Multiplicity: 3
LUMO level (spin up / spin down) (eV): 2.54 / 2.02
Total charge: -1

Each line ends with the Löwdin charge.
Atoms and positions in Å:
Pd1 0.02 -0.27 0.06  0.72
C1 -3.15 1.35 1.44  -0.03
C2 -3.40 1.75 -0.04  -0.46
C3 -3.27 3.28 -0.07  -0.17
C4 -3.23 3.90 -1.42  -0.19
C5 -2.15 3.23 -2.29  -0.12
C6 -2.29 1.69 -2.36  -0.48
N1 -2.42 1.18 -0.97  -0.08
O1 -2.11 -0.13 -0.78  -0.14
C7 -1.01 1.23 -3.03  -0.06
C8 -3.42 1.28 -3.31  -0.02
C9 -4.87 1.35 -0.40  -0.02
H1 -3.50 2.16 2.08  0.08
H2 -2.09 1.28 1.69  0.07
H3 -3.56 0.39 1.73  0.06
H4 -2.43 3.65 0.53  0.13
H5 -4.18 3.68 0.38  0.12
H6 -3.05 4.97 -1.33  0.11
H7 -4.22 3.81 -1.87  0.10
H8 -1.12 3.50 -2.06  0.10
H9 -2.28 3.64 -3.30  0.12
H10 -0.89 1.77 -3.97  0.10
H11 -1.14 0.22 -3.43  0.08
H12 -0.08 1.19 -2.46  0.05
H13 -3.69 0.24 -3.12  0.09
H14 -3.12 1.33 -4.36  0.09
H15 -4.28 1.91 -3.11  0.06
H16 -5.31 1.92 -1.22  0.06
H17 -5.50 1.46 0.48  0.08
H18 -4.93 0.30 -0.70  0.09
C10 -2.25 -2.26 2.40  -0.04
C11 -0.99 -2.26 3.35  -0.48
C12 -0.73 -3.78 3.61  -0.16
C13 0.66 -4.07 4.10  -0.19
C14 1.68 -3.48 3.12  -0.15
C15 1.55 -1.94 2.92  -0.50
N2 0.13 -1.61 2.61  -0.15
O2 -0.01 -0.21 2.31  -0.30
C16 2.46 -1.61 1.75  -0.08
C17 2.13 -1.32 4.23  -0.03
C18 -1.35 -1.54 4.65  -0.04
H19 -1.95 -2.78 1.49  0.08
H20 -2.58 -1.26 2.15  0.04
H21 -3.05 -2.87 2.82  0.07
H22 -0.96 -4.41 2.75  0.11
H23 -1.46 -4.07 4.37  0.11
H24 0.82 -5.14 4.23  0.10
H25 0.80 -3.62 5.09  0.09
H26 1.52 -3.95 2.14  0.12
H27 2.70 -3.77 3.38  0.11
H28 2.16 -2.10 0.82  0.06
H29 3.50 -1.89 1.97  0.08
H30 2.57 -0.54 1.55  0.07
H31 3.20 -1.54 4.28  0.07
H32 1.68 -1.84 5.07  0.05
H33 1.98 -0.24 4.36  0.08
H34 -1.60 -0.48 4.54  0.08
H35 -0.52 -1.57 5.36  0.06
H36 -2.19 -2.01 5.17  0.07
F1 1.89 -0.12 -1.06  -0.52
C19 4.70 1.43 -2.07  -0.13
O3 3.97 1.62 -0.84  -0.15
H37 4.11 1.79 -2.92  0.06
H38 5.64 1.97 -1.99  0.08
H39 4.89 0.37 -2.30  0.07
H40 3.21 1.01 -0.87  0.03
C20 4.35 -2.73 -1.23  -0.17
O4 3.23 -2.36 -2.01  -0.15
H41 4.08 -3.46 -0.47  0.07
H42 5.14 -3.14 -1.87  0.07
H43 4.71 -1.77 -0.85  0.08
H44 2.81 -1.56 -1.68  0.01
C21 1.91 3.58 -2.51  -0.18
O5 3.08 3.96 -1.81  -0.13
H45 1.07 4.22 -2.20  0.06
H46 1.96 3.71 -3.59  0.08
H47 1.61 2.56 -2.28  0.05
H48 3.45 3.14 -1.43  0.01
C22 1.76 -0.76 -4.55  -0.14
O6 2.28 0.32 -3.77  -0.16
H49 2.26 -1.68 -4.24  0.06
H50 0.70 -0.83 -4.34  0.06
H51 2.00 -0.55 -5.60  0.07
H52 1.98 0.19 -2.86  0.01

---

Entry 5:
ORCA calculation (ωB97M-V/def2-TZVPD) on C22H52N4O15V3 as an isolated structure in a non-equilibrium geometry.

Expectation value of S²: 3.85
Multiplicity: 4
LUMO level (spin up / spin down) (eV): -6.95 / -6.92
ΔE to the lowest compared entry with this formula, charge and spin (kcal/mol): 19.3
Total charge: +2

Each line ends with the Löwdin charge.
Atoms and positions in Å:
O1 -8.68 10.22 13.56  -0.19
V1 -8.90 11.76 13.34  1.12
O2 -8.84 15.80 12.67  -0.22
V2 -7.61 15.14 13.43  1.10
O3 -4.13 12.28 14.88  -0.23
V3 -5.72 12.47 14.98  1.21
C1 -6.54 12.78 12.33  -0.80
O4 -6.53 11.73 12.96  -0.02
O5 -7.67 13.21 12.11  -0.06
O6 -5.99 13.58 13.07  -0.10
C2 -8.36 13.41 15.43  -0.76
O7 -9.10 13.65 14.46  -0.08
O8 -7.90 12.27 15.35  -0.11
O9 -7.35 14.12 15.38  -0.10
C3 -9.23 19.41 6.07  -0.06
O10 -8.57 19.00 7.31  -0.20
C4 -9.26 19.36 8.47  -0.25
C5 -8.59 18.74 9.71  -0.19
N1 -8.35 17.28 9.62  -0.04
C6 -9.58 16.45 9.45  -0.19
C7 -9.26 14.97 9.21  -0.21
O11 -8.92 14.69 7.82  -0.20
C8 -10.07 14.23 7.08  -0.07
H1 -9.41 20.49 6.04  0.09
H2 -10.18 18.89 5.96  0.08
H3 -8.66 19.09 5.20  0.09
H4 -10.25 18.90 8.42  0.11
H5 -9.22 20.44 8.58  0.13
H6 -9.20 18.94 10.59  0.11
H7 -7.69 19.32 9.88  0.11
H8 -7.81 17.04 8.80  0.10
H9 -10.13 16.80 8.58  0.11
H10 -10.22 16.44 10.34  0.11
H11 -10.09 14.40 9.62  0.10
H12 -8.39 14.72 9.83  0.10
H13 -9.68 14.05 6.08  0.10
H14 -10.86 14.98 7.09  0.09
H15 -10.34 13.29 7.54  0.07
C9 -8.48 9.72 10.32  -0.05
O12 -9.06 10.76 11.05  -0.28
C10 -10.24 11.33 10.47  -0.15
C11 -10.87 12.27 11.52  -0.16
N2 -11.07 11.47 12.72  -0.08
C12 -11.92 12.14 13.70  -0.15
C13 -11.87 11.24 14.94  -0.17
O13 -10.49 11.07 15.27  -0.29
C14 -10.22 10.08 16.31  -0.02
H16 -7.57 9.32 10.78  0.10
H17 -8.24 10.12 9.34  0.10
H18 -9.25 8.95 10.24  0.10
H19 -10.92 10.50 10.26  0.13
H20 -10.00 11.74 9.49  0.13
H21 -11.82 12.57 11.09  0.14
H22 -10.24 13.16 11.63  0.11
H23 -11.53 10.61 12.47  0.16
H24 -12.96 12.12 13.37  0.14
H25 -11.71 13.18 13.96  0.13
H26 -12.32 10.26 14.76  0.14
H27 -12.24 11.78 15.81  0.14
H28 -10.62 10.40 17.27  0.10
H29 -9.13 9.99 16.37  0.07
H30 -10.61 9.09 16.04  0.09
C15 -4.05 9.25 14.53  -0.03
C16 -5.60 9.15 14.69  -0.34
C17 -6.20 7.84 15.17  -0.16
O14 -7.51 8.00 15.75  -0.23
C18 -8.17 6.79 15.99  -0.08
N3 -5.96 10.27 15.60  0.04
H31 -3.44 9.43 15.42  0.09
H32 -3.73 9.99 13.80  0.07
H33 -3.63 8.29 14.23  0.09
H34 -6.17 9.28 13.77  0.12
H35 -5.61 7.37 15.96  0.14
H36 -6.30 7.06 14.41  0.13
H37 -8.02 6.11 15.15  0.10
H38 -9.22 7.04 15.85  0.08
H39 -7.96 6.41 16.99  0.11
H40 -6.91 10.01 15.83  0.06
H41 -5.52 10.13 16.49  0.12
C19 -6.62 19.35 14.63  -0.01
C20 -7.06 18.07 13.85  -0.37
C21 -5.97 17.52 12.97  -0.15
O15 -6.33 16.30 12.29  -0.28
C22 -5.39 16.13 11.19  -0.03
N4 -7.64 17.04 14.74  0.05
H42 -6.04 19.00 15.48  0.08
H43 -7.43 19.90 15.11  0.09
H44 -5.93 19.99 14.08  0.09
H45 -7.90 18.30 13.20  0.14
H46 -5.10 17.31 13.60  0.15
H47 -5.67 18.28 12.26  0.15
H48 -4.38 15.91 11.53  0.11
H49 -5.30 16.94 10.47  0.11
H50 -5.64 15.28 10.56  0.10
H51 -8.50 17.44 15.08  0.12
H52 -7.18 16.92 15.64  0.11

---

Number 1: total energy -2300.8724 Ha, molar mass 563.07 g mol⁻¹. Number 2: total energy -3564.9787 Ha, molar mass 653.50 g mol⁻¹. Number 3: total energy -3243.3557 Ha, molar mass 755.59 g mol⁻¹. Number 4: total energy -1658.0113 Ha, molar mass 566.08 g mol⁻¹. Number 5: total energy -5048.4110 Ha, molar mass 765.50 g mol⁻¹.